No. 1
{"formula": "CH6NPS", "method": "wB97M-V/def2-TZVPD", "homo_ev": -9.1, "relative_energy_kcal_mol": 57.36, "e_lumo_ev": -0.2, "smiles": "[H]/N=P/[H].CS", "gap_ev": 8.9116, "species": ["H", "N", "P", "H", "C", "S", "H", "H", "H", "H"], "positions_angstrom": [[1.6714, 0.1382, 1.6438], [2.1813, 0.9221, 1.1197], [1.6045, 1.2928, -0.2351], [2.6158, 2.1800, -0.6247], [-1.3594, -0.3896, 0.0596], [-1.0130, -1.0934, -1.6009], [-0.6377, 0.3040, 0.3684], [-2.2294, 0.2672, 0.0979], [-1.2601, -1.3386, 0.7038], [-1.5734, -2.2826, -1.5325]]}

No. 2
{"formula": "ClH2PS3", "method": "wB97M-V/def2-TZVPD", "homo_ev": -8.4, "relative_energy_kcal_mol": 28.28, "e_lumo_ev": -0.5, "smiles": "S=P(S)(S)Cl", "gap_ev": 7.8792, "species": ["S", "P", "S", "S", "Cl", "H", "H"], "positions_angstrom": [[0.7887, -1.4994, 1.6325], [0.0513, 0.3630, 0.4459], [1.2713, 0.9657, -1.0788], [-1.8740, -0.1024, -0.3008], [-0.2066, 1.8830, 1.5378], [1.3289, -0.2878, -1.5056], [-1.3596, -1.3222, -0.7310]]}